1.
Computed, not measured: 2 unconnected molecules or ions with the total composition C19H22NO at a distorted geometry, with the ωB97M-V functional and the def2-TZVPD basis.

Summary:
* HOMO level: -0.441 Eh
* 2S+1: 1
* ΔE to the lowest compared entry with this formula, charge and spin: 23.9 kcal/mol
* energy: -23589.93499 eV
* lowest unoccupied orbital energy: -5.5 eV
* total charge: +1

Last column: Löwdin charge in e.
Atoms and positions in Å:
C  1.751  -3.803  1.142  -0.031
C  0.272  -3.746  1.221  -0.362
N  -0.397  -2.658  1.182  0.055
C  -1.784  -2.910  1.246  -0.254
C  -2.017  -4.418  1.047  -0.158
C  -0.613  -4.968  1.316  -0.132
H  2.107  -4.835  1.125  0.081
H  2.105  -3.304  0.238  0.074
H  2.200  -3.302  2.000  0.082
H  -2.143  -2.592  2.233  0.112
H  -2.310  -2.299  0.501  0.107
H  -2.776  -4.831  1.723  0.110
H  -2.338  -4.638  0.021  0.109
H  -0.306  -5.744  0.605  0.118
H  -0.539  -5.392  2.325  0.123
C  0.838  2.515  -5.640  -0.066
O  1.486  1.488  -4.923  -0.033
C  1.201  1.456  -3.570  -0.182
C  1.803  0.458  -2.779  0.034
C  1.577  0.373  -1.437  0.019
C  0.729  1.292  -0.772  -0.177
C  0.579  1.173  0.624  0.136
C  -0.064  2.011  1.578  -0.177
C  -0.069  1.596  2.925  0.007
C  -0.683  2.342  3.899  -0.043
C  -1.321  3.525  3.577  -0.024
C  -1.311  3.976  2.272  -0.043
C  -0.679  3.249  1.296  0.002
C  0.088  2.261  -1.585  0.022
C  0.329  2.352  -2.922  0.016
H  1.102  2.420  -6.694  0.107
H  -0.245  2.417  -5.542  0.102
H  1.173  3.489  -5.279  0.105
H  2.450  -0.247  -3.268  0.131
H  2.050  -0.401  -0.856  0.124
H  1.041  0.298  1.051  0.121
H  0.432  0.679  3.185  0.124
H  -0.659  2.009  4.923  0.118
H  -1.813  4.103  4.339  0.121
H  -1.792  4.906  2.015  0.120
H  -0.609  3.688  0.324  0.092
H  -0.672  2.895  -1.176  0.100
H  -0.173  3.116  -3.488  0.112



2.
Computed, not measured: 12 unconnected molecules or ions with the total composition C45H58N11O at a distorted geometry, with the ωB97M-V functional and the def2-TZVPD basis.

Summary:
* HOMO level: -0.213 Eh
* 2S+1: 1
* ΔE to the lowest compared entry with this formula, charge and spin: 216.9 kcal/mol
* energy: -66029.10834 eV
* lowest unoccupied orbital energy: 2.6 eV
* total charge: -1

Last column: Löwdin charge in e.
Atoms and positions in Å:
C  55.009  33.299  34.627  -0.222
O  54.794  31.923  34.860  -0.430
H  56.197  33.417  34.664  0.099
H  54.576  33.933  35.440  0.063
H  54.679  33.403  33.717  -0.003
N  58.090  33.068  37.973  0.039
C  59.319  33.183  38.734  -0.075
C  59.315  34.460  39.133  -0.097
C  58.060  35.195  38.583  -0.023
C  57.369  34.117  37.987  -0.181
H  57.804  32.313  37.631  -0.017
H  60.042  32.284  38.773  0.140
H  60.136  34.633  39.546  -0.006
H  57.847  36.202  38.855  0.048
H  56.469  34.146  37.378  0.110
N  56.659  31.595  32.438  0.023
C  57.386  30.513  32.559  -0.260
C  58.093  30.261  31.483  -0.077
C  57.837  31.544  30.612  -0.074
C  57.002  32.299  31.340  -0.197
H  56.236  32.035  33.280  0.111
H  57.299  29.797  33.542  0.158
H  58.705  29.249  31.191  0.144
H  58.395  31.904  29.627  0.134
H  56.427  33.062  31.215  0.048
N  51.052  34.757  35.743  0.052
C  51.454  35.037  34.444  -0.136
C  50.522  35.834  33.795  -0.052
C  49.484  36.100  34.857  -0.095
C  49.907  35.528  35.996  -0.142
H  51.650  34.303  36.411  0.063
H  52.284  34.865  34.189  -0.013
H  50.842  36.005  32.762  0.068
H  48.733  36.850  34.526  0.092
H  49.542  35.442  36.959  0.082
N  59.490  33.019  32.962  -0.017
C  60.752  33.515  32.662  -0.171
C  61.173  34.237  33.780  -0.065
C  59.939  34.114  34.777  -0.065
C  59.125  33.270  34.268  -0.199
H  58.881  32.512  32.219  0.117
H  61.350  33.660  31.599  0.160
H  62.250  34.536  33.899  0.085
H  59.994  34.534  35.762  0.081
H  58.286  32.849  34.471  0.030
N  56.581  30.873  36.429  -0.014
C  56.184  30.310  37.655  -0.122
C  57.295  29.646  38.117  -0.125
C  58.388  29.705  37.126  -0.108
C  57.891  30.389  36.048  -0.161
H  55.867  31.355  35.691  0.068
H  55.210  30.697  37.952  0.114
H  57.276  29.395  39.041  0.009
H  59.517  29.177  37.001  0.152
H  58.325  30.425  35.121  0.043
N  53.237  33.555  30.520  0.011
C  54.025  33.702  29.330  -0.157
C  54.002  34.972  28.948  -0.129
C  53.087  35.672  29.918  -0.105
C  52.659  34.689  30.849  -0.171
H  53.232  32.742  31.184  0.103
H  54.620  32.847  29.044  0.096
H  54.541  35.693  28.145  0.137
H  52.965  36.742  30.029  0.064
H  51.815  34.801  31.615  0.106
N  53.327  31.239  32.760  0.032
C  51.944  31.454  32.767  -0.140
C  51.454  31.075  31.557  -0.077
C  52.611  30.298  30.917  -0.112
C  53.667  30.378  31.701  -0.173
H  53.812  31.416  33.561  0.008
H  51.470  31.886  33.584  0.080
H  50.348  31.143  31.205  0.117
H  52.679  29.848  29.934  0.087
H  54.720  30.184  31.444  0.115
N  55.406  37.823  37.154  0.002
C  54.614  36.918  36.381  -0.041
C  53.321  37.188  36.910  -0.067
C  53.474  38.307  37.833  -0.153
C  54.715  38.638  37.976  -0.198
H  56.326  37.905  37.071  0.073
H  54.987  36.120  35.618  0.123
H  52.435  36.781  36.682  0.019
H  52.701  38.995  38.380  0.128
H  55.188  39.397  38.605  0.123
N  58.239  35.663  32.378  0.039
C  58.756  36.860  31.811  -0.117
C  57.715  37.644  31.387  -0.110
C  56.498  36.863  31.791  -0.133
C  56.808  35.629  32.303  -0.108
H  58.790  34.979  32.826  0.046
H  59.729  37.039  31.831  0.050
H  57.708  38.526  30.741  0.081
H  55.425  37.593  31.783  0.159
H  56.334  34.817  32.755  0.052
N  55.510  27.542  35.635  0.045
C  55.373  26.170  35.287  -0.115
C  54.988  26.085  33.967  -0.071
C  54.853  27.556  33.544  -0.110
C  55.044  28.383  34.588  -0.123
H  55.772  27.756  36.462  0.020
H  55.725  25.532  36.033  0.081
H  55.066  25.288  33.280  0.057
H  54.490  27.905  32.502  0.099
H  54.974  29.477  34.736  0.095
N  52.842  32.560  36.957  -0.023
C  52.665  33.394  38.043  -0.179
C  51.388  33.197  38.567  -0.086
C  50.818  32.167  37.607  -0.136
C  51.737  31.820  36.685  -0.193
H  53.706  32.316  36.329  0.130
H  53.501  34.012  38.379  0.111
H  50.996  33.815  39.398  0.092
H  49.636  31.802  37.667  0.141
H  51.632  31.039  35.917  0.122



3.
Computed, not measured: a molecular structure, C27H23AgAsN3O2S2 at a distorted geometry, with the ωB97M-V functional and the def2-TZVPD basis.

Summary:
* HOMO level: -0.273 Eh
* 2S+1: 1
* energy: -123443.02414 eV
* lowest unoccupied orbital energy: 0.1 eV

Last column: Löwdin charge in e.
Atoms and positions in Å:
Ag  9.891  10.254  16.000  0.840
N  5.891  7.014  20.587  0.096
C  6.694  8.075  20.336  -0.317
C  7.866  8.385  21.060  -0.030
C  8.691  9.486  20.780  -0.060
C  8.301  10.347  19.725  -0.267
C  7.104  10.101  19.001  -0.066
C  6.256  9.050  19.369  -0.021
S  9.482  11.477  18.974  0.560
O  8.656  12.289  18.109  -0.357
O  10.290  12.027  20.044  -0.353
N  10.450  10.606  17.992  -0.284
C  11.466  9.799  18.488  -0.689
S  12.239  9.820  20.075  1.031
C  13.267  8.571  19.530  -0.449
C  12.924  8.193  18.251  -0.308
N  11.905  8.837  17.715  -0.006
H  5.966  6.291  21.275  0.097
H  5.295  6.777  19.789  0.103
H  8.357  7.772  21.707  0.070
H  9.507  9.765  21.513  0.122
H  6.811  10.700  18.207  0.074
H  5.245  8.931  18.967  0.107
H  14.157  8.161  20.069  0.075
H  13.560  7.451  17.715  0.109
C  8.135  9.596  8.265  -0.075
C  8.349  8.532  9.171  -0.076
C  9.105  8.764  10.295  -0.114
C  9.677  9.991  10.606  -0.411
C  9.497  10.997  9.717  -0.157
C  8.696  10.814  8.584  -0.095
As  10.764  10.488  12.231  1.328
C  10.726  8.955  13.438  -0.426
C  9.546  8.649  14.188  -0.202
C  9.485  7.532  15.008  -0.110
C  10.580  6.716  15.096  -0.100
C  11.779  7.035  14.481  -0.083
C  11.845  8.172  13.692  -0.125
C  9.378  11.547  13.086  -0.433
C  9.735  12.424  14.161  -0.154
C  8.772  12.882  15.015  -0.117
C  7.399  12.657  14.823  -0.072
C  7.015  11.982  13.687  -0.071
C  7.998  11.412  12.831  -0.103
H  7.405  9.493  7.435  0.114
H  8.116  7.544  8.970  0.078
H  9.413  7.969  10.987  0.104
H  9.832  12.023  9.835  0.104
H  8.366  11.683  8.036  0.101
H  8.740  9.351  13.998  0.074
H  8.673  7.460  15.724  0.108
H  10.737  5.932  15.902  0.134
H  12.588  6.412  14.817  0.104
H  12.832  8.547  13.345  0.110
H  10.749  12.734  14.271  0.091
H  9.042  13.550  15.784  0.092
H  6.671  12.825  15.566  0.098
H  5.946  11.814  13.508  0.110
H  7.659  10.923  11.930  0.093



4.
Computed, not measured: 2 unconnected molecules or ions with the total composition C10H15N at a distorted geometry, with the ωB97M-V functional and the def2-TZVPD basis.

Summary:
* HOMO level: -0.348 Eh
* 2S+1: 1
* ΔE to the lowest compared entry with this formula, charge and spin: 68.8 kcal/mol
* energy: -12100.07209 eV
* lowest unoccupied orbital energy: 0.8 eV
* SMILES: c1ccncc1.C1CCCC1

Last column: Löwdin charge in e.
Atoms and positions in Å:
C  1.257  -2.028  -2.203  -0.221
C  0.622  -1.980  -0.900  -0.192
C  0.885  -0.527  -0.311  -0.267
C  1.665  0.204  -1.268  -0.238
C  1.557  -0.524  -2.628  -0.146
C  -1.232  1.324  3.449  -0.163
C  -2.481  1.166  2.892  -0.042
C  -2.579  1.253  1.383  -0.078
C  -1.485  1.421  0.590  -0.085
C  -0.294  1.399  1.377  -0.212
H  2.301  -2.540  -2.091  0.140
H  0.692  -2.532  -2.925  0.079
H  1.019  -2.632  -0.123  0.104
H  -0.485  -2.069  -0.943  0.117
H  1.102  -0.408  0.739  0.103
H  -0.087  -0.059  -0.305  0.037
H  2.657  0.327  -0.885  0.097
H  1.187  1.274  -1.008  0.143
H  2.197  -0.291  -3.541  0.120
H  0.555  -0.232  -3.053  0.106
H  -1.139  1.420  4.453  0.068
H  -3.509  1.041  3.443  0.126
H  -3.475  0.848  0.804  0.117
H  -1.472  1.369  -0.569  0.146
H  0.693  1.404  0.962  0.077
N  -0.152  1.370  2.663  0.065